No. 1
ORCA calculation (ωB97M-V/def2-TZVPD) on an isolated molecule of C5H8O.

Each line ends with the Löwdin charge.
Geometry (Å):
C  0.5332  -1.5097  -2.0171  0.007
C  -0.3691  -0.7406  -1.3711  -0.213
C  -0.1410  0.4095  -0.5045  -0.096
C  -0.1968  0.3264  0.8190  -0.389
C  0.0118  1.5769  1.6627  -0.031
O  -0.5074  -0.7571  1.5970  0.054
H  0.3466  -2.0575  -2.9286  0.050
H  1.4721  -1.5838  -1.4617  0.061
H  -1.3940  -1.1386  -1.4872  0.106
H  0.1563  1.3427  -0.9829  0.117
H  -0.8756  2.1087  1.9671  0.074
H  0.5699  1.2725  2.5613  0.083
H  0.6579  2.2590  1.0964  0.079
H  -0.2639  -1.5084  1.0496  0.098

Forces on the atoms, in the same order (eV/Å):
0.4 1.0 1.7
-1.0 -1.9 -1.4
0.6 -1.0 0.4
-0.6 2.3 1.3
1.3 -0.7 -0.1
0.5 0.2 -0.9
-0.3 -0.7 0.5
0.6 0.5 -1.3
-0.1 1.2 -0.6
-0.1 -0.3 0.3
-0.5 -0.1 0.0
-0.2 0.2 -0.1
-0.3 0.0 0.2
-0.3 -0.6 0.0

The relative energy (zero: lowest compared OMol25 entry of this formula, charge and spin) comes out at 2.130 eV. The value obtained for the LUMO energy is 0.9 eV. The HOMO energy comes out at -8.745 eV.

***

No. 2
ORCA calculation (ωB97M-V/def2-TZVPD) on a structure of composition C7H9NO5Tm.

Each line ends with the Löwdin charge.
Geometry (Å):
Tm  0.9048  -0.3777  -1.3386  1.492
C  1.8634  -2.5199  -1.6392  -0.030
O  2.6320  -3.3554  -1.8763  0.273
C  1.8743  -0.6676  -3.6813  -0.033
O  2.2286  -0.7307  -4.7928  0.264
C  3.3282  0.0223  -1.6630  0.006
O  4.4755  -0.0692  -1.7178  0.264
C  -0.4056  -1.8537  -2.9324  0.017
O  -0.9901  -2.3340  -3.8189  0.251
H  -0.6949  3.2503  -2.5211  0.036
H  -0.3048  3.0552  -3.1250  0.026
C  -0.0132  0.4106  3.0705  0.037
N  -1.2664  0.4225  2.2957  -0.112
C  -2.5448  0.7227  2.9262  0.029
C  -1.2342  0.1959  0.9881  -0.186
O  -0.0954  -0.0337  0.4550  -0.245
H  -0.2338  0.6043  4.1178  0.116
H  0.6543  1.2069  2.7232  0.117
H  0.4670  -0.5712  2.9857  0.116
H  -2.9303  1.6664  2.4918  0.128
H  -3.2452  -0.1133  2.7295  0.128
H  -2.3510  0.8496  4.0007  0.118
H  -2.1185  0.2198  0.3223  0.185

Forces on the atoms, in the same order (eV/Å):
-1.2 1.2 0.9
5.0 -5.5 -0.8
-4.0 3.9 1.1
1.9 -0.1 -7.4
-1.9 0.3 6.2
6.0 -0.1 0.6
-5.0 0.5 0.1
-4.2 -2.5 -5.1
3.2 2.4 4.9
0.0 0.0 0.1
0.1 -0.1 -0.1
0.2 0.0 0.1
0.0 -0.5 -3.0
-0.9 0.3 0.3
-1.0 0.8 3.4
2.0 -0.7 -2.6
-0.1 -0.1 -0.1
-0.1 -0.2 0.0
-0.1 0.3 0.0
0.1 -0.5 0.4
0.3 0.6 0.3
-0.4 -0.1 -0.5
0.1 0.1 0.9

As for the net charge: +3. As for the expectation value of S²: 2.0020. The relative energy (zero: lowest compared OMol25 entry of this formula, charge and spin) comes out at 0.000 eV. The value obtained for the LUMO energy (alpha / beta) is -14.0 / -14.2 eV. Its spin multiplicity is 3. The HOMO energy (alpha / beta) comes out at -20.786 / -20.786 eV.

***

No. 3
ORCA calculation (ωB97M-V/def2-TZVPD) on an isolated molecule of CH5N2OP.

Each line ends with the Löwdin charge.
Geometry (Å):
N  0.6725  1.1526  -0.2459  -0.013
N  0.2244  -0.0667  -0.6628  -0.410
C  0.1362  -1.1121  0.3428  -0.280
P  -1.8500  -0.4139  -0.2702  0.825
O  -2.1158  0.7759  0.5215  -0.557
H  -0.0514  1.8840  -0.2766  0.083
H  1.0713  1.0898  0.7037  0.084
H  0.7280  -0.5218  -1.4764  0.147
H  0.5015  -2.0569  0.0217  0.018
H  0.6833  -0.7308  1.3423  0.101

Forces on the atoms, in the same order (eV/Å):
1.0 1.6 0.5
0.0 -2.5 -2.0
-1.2 2.1 2.9
2.9 -1.8 0.0
-0.6 1.3 0.8
0.2 -0.8 0.1
-0.4 0.1 -0.8
-0.6 1.7 0.8
0.2 -0.7 -0.4
-1.6 -1.1 -2.1

The relative energy (zero: lowest compared OMol25 entry of this formula, charge and spin) comes out at 2.494 eV. The value obtained for the LUMO energy is 0.8 eV. The HOMO energy comes out at -8.160 eV.

***

Asked for maximum force across the records above, the calculation gives 2.70; 7.59; 3.76 eV Å⁻¹ in order.
Asked for M across the records above, the calculation gives 84.118; 356.085; 92.038 g mol⁻¹ in order.
Asked for calculated total energy across the records above, the calculation gives -270.4796; -1787.0758; -567.1229 a.u. in order.